Entry 1:
{
  "formula": "C33H47ClN3O2P",
  "method": "ωB97M-V with the def2-TZVPD basis set",
  "symbols": ["H", "N", "C", "N", "N", "C", "C", "C", "C", "C", "C", "C", "C", "Cl", "C", "C", "C", "C", "C", "C", "C", "C", "C", "C", "P", "C", "C", "C", "C", "O", "C", "C", "C", "C", "O", "H", "H", "H", "H", "H", "H", "H", "H", "H", "H", "H", "H", "H", "H", "H", "H", "H", "H", "H", "H", "H", "H", "H", "H", "H", "H", "H", "H", "H", "H", "H", "H", "C", "C", "C", "C", "C", "C", "H", "H", "H", "H", "H", "H", "H", "H", "H", "H", "H", "H", "H", "H"],
  "coordinates": [[-2.0982, 4.3805, 1.3001], [-2.4047, 3.8527, 0.4532], [-3.5520, 3.1115, 0.7113], [-4.1951, 3.1686, 2.0795], [-4.1015, 2.3001, -0.4793], [-5.0790, 1.2415, -0.0218], [-5.2865, -0.0153, -1.0504], [-3.9174, -0.7884, -1.5046], [-3.7461, -2.3046, -0.8259], [-2.2129, -2.7896, -1.2650], [-2.1040, -3.5942, -2.6972], [-0.6278, -4.1156, -3.2785], [0.7036, -3.7879, -2.3662], [2.3439, -4.3765, -3.1005], [0.6292, -2.9823, -0.9022], [2.0411, -2.7153, -0.1057], [2.3032, -1.1599, 0.3386], [3.5992, -0.4404, -0.3582], [5.1798, -0.7629, -0.0651], [6.3461, 0.1298, -0.8527], [5.9962, 1.3553, -1.9197], [4.4112, 1.6578, -2.2235], [3.2553, 0.7788, -1.4497], [-0.8627, -2.4902, -0.3269], [-0.9980, -1.5936, 1.3980], [-2.2357, -2.5665, 2.5469], [-1.6416, 0.2243, 1.1460], [-1.0527, 1.1485, 2.3650], [-0.5998, -4.9457, -4.7232], [0.3512, -4.8258, -5.6523], [-1.9230, -5.9388, -4.9700], [-1.7289, -7.4003, -5.7176], [-3.2634, -5.4405, -4.4590], [-3.4089, -3.9756, -3.6641], [-4.4781, -3.1950, -3.8379], [-4.1282, 2.2307, 2.5778], [-3.6754, 3.8204, 2.7246], [-3.2424, 1.9064, -0.9202], [-4.8742, 0.8229, 1.0660], [-6.1391, 1.7859, 0.0547], [-6.0301, -0.8183, -0.5765], [-5.8380, 0.3940, -2.0133], [-2.9199, -0.2155, -1.2930], [-3.9782, -0.9051, -2.6911], [-3.8960, -2.2275, 0.3318], [-4.5584, -3.0619, -1.2330], [1.9768, -3.3616, 0.8962], [3.0022, -3.0851, -0.6610], [2.3622, -1.1280, 1.5306], [1.3284, -0.5467, 0.0400], [5.4832, -1.5931, 0.7029], [7.5109, -0.0450, -0.6634], [6.8332, 2.0109, -2.4575], [4.1332, 2.5146, -2.9757], [2.1245, 1.0670, -1.6816], [-2.7895, -3.4272, 1.9792], [-1.6434, -3.0321, 3.4422], [-2.9923, -1.7634, 2.9975], [-2.8077, 0.1472, 1.2145], [-1.2914, 0.6156, 0.0738], [0.1281, 1.0682, 2.3367], [-1.3176, 2.2878, 2.2855], [-1.4475, 0.7834, 3.4254], [-1.1085, -8.0728, -4.9508], [-1.0811, -7.3558, -6.6945], [-2.7598, -7.9812, -5.8622], [-4.1960, -6.1504, -4.6169], [2.6329, 5.4562, 4.8429], [2.6323, 5.5624, 3.3249], [1.9796, 4.3639, 2.6331], [2.6690, 3.0149, 2.8669], [4.1429, 2.9521, 2.4584], [4.3636, 3.1764, 0.9694], [3.2155, 4.5968, 5.1876], [3.0758, 6.3551, 5.2829], [1.6121, 5.3592, 5.2267], [3.6582, 5.7016, 2.9672], [2.0832, 6.4686, 3.0417], [1.9302, 4.5661, 1.5567], [0.9390, 4.2831, 2.9711], [2.1148, 2.2448, 2.3162], [2.5878, 2.7431, 3.9259], [4.5329, 1.9607, 2.7203], [4.7330, 3.6745, 3.0315], [3.8164, 2.4364, 0.3776], [5.4278, 3.0807, 0.7298], [4.0429, 4.1747, 0.6594]],
  "atomic_forces_ev_per_a": [[-0.56, -0.69, -0.67], [-4.57, -2.67, 0.99], [3.92, 2.35, -0.54], [1.20, -1.41, -0.93], [0.93, 0.12, 3.80], [-1.96, -0.55, 0.42], [-0.14, 0.11, -0.27], [-0.19, -0.62, -0.95], [0.82, 0.56, -0.64], [1.91, -1.56, -1.47], [2.53, 0.24, 1.20], [-0.22, 1.66, 3.07], [-3.37, 0.77, 0.20], [-2.67, 1.08, 1.49], [-2.26, -0.57, -2.06], [-0.20, -0.61, 0.91], [-0.34, 0.63, 0.19], [2.44, 2.46, -2.13], [-1.22, 3.25, -2.78], [-2.87, 1.25, -0.88], [-3.58, -2.42, 1.96], [1.35, -3.13, 2.83], [3.39, -0.40, 0.30], [-0.27, -2.01, -4.15], [1.01, -0.47, -0.22], [-0.87, 0.18, 0.19], [-0.86, 0.20, -0.03], [0.58, -0.13, 0.24], [2.74, 0.36, -3.18], [-5.80, -0.82, 5.94], [-3.10, 1.69, 1.48], [0.35, -0.13, 1.32], [3.92, -1.00, -0.96], [-2.83, 2.09, -0.77], [6.36, -4.79, 1.29], [-0.35, 1.38, -1.18], [-0.55, -0.75, -1.50], [-0.99, 0.41, 0.45], [-0.15, 0.74, -2.16], [2.30, -1.22, -0.08], [1.61, 1.89, -0.82], [1.24, -0.81, 1.96], [-2.01, -0.88, -0.22], [0.28, 0.00, 2.70], [0.64, -0.15, -2.12], [1.85, 1.66, 0.65], [0.04, 1.37, -2.20], [-2.24, 0.52, 0.62], [0.05, 0.06, -2.71], [2.28, -1.10, 0.63], [-0.59, 1.83, -1.71], [-2.98, 0.20, -0.28], [-1.98, -1.78, 1.43], [0.46, -1.94, 1.71], [2.68, -0.83, 0.64], [0.89, 1.74, 1.13], [-0.99, 0.97, -1.84], [1.41, -1.86, -1.01], [2.06, 0.53, -0.40], [-0.80, -0.83, 2.45], [-2.46, 0.11, 0.25], [0.34, -2.31, -0.20], [0.91, 0.56, -2.29], [-1.25, 1.51, -1.62], [-1.51, 0.21, 1.91], [2.23, 1.67, 0.15], [1.94, 1.98, 0.33], [0.13, 0.10, 0.10], [-0.13, 0.01, -0.03], [0.05, 0.01, -0.20], [0.04, 0.02, 0.19], [-0.09, -0.12, -0.04], [0.16, 0.03, 0.04], [-0.08, 0.07, 0.00], [-0.07, -0.12, 0.04], [0.10, -0.03, 0.00], [-0.08, -0.05, -0.03], [0.09, -0.09, -0.04], [-0.01, -0.05, 0.08], [0.04, 0.02, 0.00], [0.08, 0.04, 0.00], [-0.04, 0.02, -0.05], [-0.04, 0.11, 0.02], [-0.07, -0.02, 0.05], [0.13, 0.18, 0.12], [-0.17, -0.01, -0.08], [0.00, -0.04, -0.01]],
  "energy_ha": -2401.00085,
  "homo_ev": -8.40,
  "smiles": "[H]/N=C(\\N)NCCCCc1c2c(c(Cl)c(CCc3ccccc3)c1P(C)CC)C(=O)C(C)=CC2=O.CCCCCC",
  "total_charge": 0,
  "largest_force_ev_per_a": 8.344
}


Entry 2:
{
  "formula": "C33H49CsN12OPS2",
  "method": "ωB97M-V with the def2-TZVPD basis set",
  "symbols": ["Cs", "C", "C", "N", "C", "C", "S", "C", "C", "N", "H", "H", "H", "H", "H", "H", "H", "H", "H", "H", "H", "H", "H", "H", "C", "N", "C", "N", "C", "N", "C", "C", "C", "C", "C", "C", "C", "N", "N", "C", "O", "C", "C", "C", "C", "C", "C", "N", "C", "N", "C", "N", "C", "H", "H", "H", "H", "H", "H", "H", "H", "H", "H", "H", "H", "H", "H", "H", "H", "C", "C", "P", "C", "C", "C", "C", "H", "H", "H", "H", "H", "H", "H", "H", "H", "H", "H", "H", "H", "H", "H", "N", "C", "N", "S", "H", "H", "H", "H"],
  "coordinates": [[0.8419, -0.9073, 0.3367], [0.7650, -4.6591, 1.7393], [-0.6172, -4.1089, 1.3798], [-0.9657, -2.8780, 2.0898], [-1.0444, -2.9932, 3.5438], [-0.3756, -1.8434, 4.2890], [1.3473, -1.4727, 3.8544], [2.1625, -3.0870, 4.0269], [2.7723, -3.6138, 2.7276], [1.8351, -3.6733, 1.6159], [0.9443, -5.5263, 1.0934], [0.7529, -5.0562, 2.7564], [-1.3472, -4.9169, 1.5381], [-0.6313, -3.8824, 0.3084], [-1.8424, -2.5247, 1.7278], [-0.5955, -3.9362, 3.8558], [-2.0846, -3.0403, 3.8852], [-0.4461, -2.0232, 5.3633], [-0.9017, -0.9102, 4.0800], [1.4401, -3.7907, 4.4384], [2.9553, -2.9895, 4.7682], [3.2246, -4.5913, 2.9555], [3.5894, -2.9520, 2.4305], [2.3328, -3.8231, 0.7453], [-1.6922, 2.9270, 5.2607], [-1.4228, 2.0644, 4.1247], [-0.2594, 1.8349, 3.5028], [-0.4641, 1.1638, 2.3849], [-1.8160, 1.0103, 2.3727], [-2.4364, 1.5451, 3.4009], [-1.7445, 4.3915, 4.8756], [-1.8800, 5.3567, 5.8685], [-1.8899, 6.7040, 5.5409], [-1.7509, 7.1077, 4.2221], [-1.6233, 6.1448, 3.2296], [-1.6339, 4.7920, 3.5558], [-1.4078, 6.5396, 1.8396], [-1.0362, 7.6749, 1.3662], [-0.8843, 7.4991, -0.0064], [-1.1713, 6.2712, -0.2464], [-1.5250, 5.5897, 0.8741], [-1.1248, 5.5347, -1.5081], [-0.1987, 5.8884, -2.4831], [-0.1246, 5.1521, -3.6528], [-0.9661, 4.0676, -3.8492], [-1.9118, 3.7242, -2.8904], [-2.8567, 2.5788, -3.1346], [-2.5282, 1.3745, -2.3674], [-2.1084, 1.2336, -1.1113], [-2.0431, -0.0500, -0.7854], [-2.4413, -0.6610, -1.9258], [-2.7461, 0.1568, -2.9094], [-1.9918, 4.4681, -1.7214], [-0.9151, 2.7575, 6.0065], [-2.6421, 2.5991, 5.6798], [0.6916, 2.1694, 3.8862], [-2.3404, 0.4799, 1.5933], [-1.9713, 5.0558, 6.9059], [-1.9953, 7.4454, 6.3212], [-1.7343, 8.1556, 3.9554], [-1.5371, 4.0623, 2.7635], [0.4580, 6.7300, -2.3085], [0.5992, 5.4185, -4.4111], [-0.8946, 3.4860, -4.7606], [-2.8335, 2.2750, -4.1782], [-3.8814, 2.8652, -2.8923], [-1.8467, 2.0637, -0.4755], [-2.5095, -1.7313, -2.0390], [-2.7420, 4.2367, -0.9735], [3.1859, -6.6931, -3.2858], [2.8905, -6.0346, -1.9408], [2.3983, -4.2552, -1.9472], [3.7504, -3.4967, -2.9439], [3.5122, -2.0139, -3.2118], [0.9977, -4.2645, -3.1595], [-0.0089, -3.1399, -2.9176], [3.3838, -7.7573, -3.1537], [4.0623, -6.2574, -3.7647], [2.3444, -6.5988, -3.9732], [3.7571, -6.1131, -1.2783], [2.0802, -6.5657, -1.4323], [3.8580, -4.0348, -3.8884], [4.6791, -3.6361, -2.3841], [2.6151, -1.8565, -3.8132], [4.3529, -1.5732, -3.7490], [3.3793, -1.4497, -2.2862], [0.4953, -5.2306, -3.0630], [1.3913, -4.2162, -4.1783], [-0.4595, -3.2398, -1.9265], [-0.8166, -3.1688, -3.6521], [0.4554, -2.1516, -2.9727], [-0.4648, 0.0530, -5.0152], [0.7141, 0.4406, -4.5077], [1.7518, 0.4939, -5.3637], [0.9140, 0.8553, -2.8910], [-0.5528, -0.2417, -5.9733], [-1.2668, -0.0347, -4.4042], [1.6402, 0.3731, -6.3561], [2.6225, 0.8545, -5.0165]],
  "atomic_forces_ev_per_a": [[0.09, 0.02, -0.01], [0.00, 0.04, -0.01], [0.02, -0.03, 0.02], [0.05, 0.00, -0.02], [-0.01, -0.01, -0.01], [0.02, 0.02, -0.01], [-0.01, -0.01, 0.00], [0.01, 0.03, -0.02], [-0.02, 0.00, 0.02], [-0.06, 0.00, 0.00], [0.00, -0.01, 0.00], [0.00, 0.01, 0.00], [-0.01, 0.01, 0.01], [0.00, 0.00, 0.00], [0.00, 0.00, -0.01], [0.00, 0.00, 0.00], [0.00, -0.01, 0.00], [0.00, 0.00, 0.00], [-0.01, 0.00, 0.01], [0.00, 0.00, 0.01], [0.00, -0.02, 0.00], [0.01, 0.00, 0.00], [0.00, 0.00, 0.00], [-0.01, -0.01, 0.00], [-0.01, -0.01, -0.03], [-0.01, -0.02, 0.01], [-0.02, 0.02, -0.03], [0.01, -0.01, -0.01], [-0.04, -0.04, 0.04], [0.04, 0.04, -0.01], [0.01, -0.01, 0.02], [0.00, -0.01, 0.00], [0.00, 0.01, 0.01], [0.00, 0.01, 0.00], [0.00, 0.02, 0.01], [0.01, -0.01, -0.01], [0.00, -0.09, 0.01], [0.00, 0.05, -0.08], [0.03, 0.05, 0.07], [-0.03, -0.07, -0.01], [0.01, 0.06, 0.00], [-0.03, -0.02, 0.00], [0.01, 0.02, 0.01], [0.02, 0.00, -0.01], [-0.01, -0.02, -0.01], [0.01, -0.01, -0.01], [0.00, 0.03, 0.02], [-0.03, -0.04, -0.01], [0.01, -0.05, 0.00], [-0.03, 0.05, -0.08], [0.02, -0.07, 0.05], [0.03, 0.06, 0.00], [0.01, 0.02, 0.00], [0.00, 0.01, 0.01], [0.00, -0.01, 0.01], [-0.01, -0.01, 0.01], [-0.01, 0.00, 0.01], [0.00, 0.00, 0.00], [0.00, 0.00, 0.00], [0.00, 0.00, 0.00], [0.00, 0.00, 0.00], [0.00, 0.00, 0.00], [0.00, 0.00, 0.00], [0.00, 0.00, 0.00], [0.00, 0.00, 0.00], [0.00, -0.01, 0.00], [-0.01, -0.01, 0.00], [0.00, 0.01, 0.00], [0.00, 0.00, 0.00], [0.01, 0.00, 0.02], [0.00, 0.01, -0.01], [-0.01, 0.01, 0.02], [-0.02, -0.01, -0.01], [-0.03, 0.01, 0.02], [-0.01, 0.03, 0.00], [0.03, 0.00, -0.02], [0.00, 0.00, -0.01], [0.00, 0.00, 0.00], [0.00, 0.00, -0.01], [0.00, -0.01, 0.00], [0.00, 0.01, 0.01], [0.02, 0.00, 0.00], [0.00, -0.01, 0.00], [0.02, 0.01, -0.01], [0.00, 0.00, -0.01], [0.01, -0.01, 0.00], [0.00, 0.00, 0.00], [-0.01, -0.01, 0.00], [0.00, 0.00, 0.01], [0.00, 0.00, 0.00], [-0.02, 0.00, 0.01], [0.00, -0.03, -0.05], [0.03, 0.05, 0.05], [-0.01, -0.01, -0.02], [-0.03, -0.02, 0.00], [-0.02, 0.00, 0.00], [0.01, 0.01, 0.02], [0.00, 0.00, 0.00], [0.00, 0.00, 0.00]],
  "energy_ha": -3176.96710,
  "homo_ev": -10.64,
  "de_lowest_kj_mol": 0.0,
  "total_charge": 1,
  "largest_force_ev_per_a": 0.103
}